The following is a quantum chemistry calculation of a structure of composition C9H9NO4OsSSe2Te2 at a distorted geometry, from the Open Molecules 2025 dataset.

Last column: Löwdin charge in e.
Cartesian coordinates (Å):
Os1 -0.63387 1.85348 -1.11905  0.74
C1 -1.61598 -3.77697 0.84398  -0.05
C2 -0.68649 -2.60021 0.76186  -0.28
C3 0.45147 -2.63369 -0.03571  -0.04
C4 1.30636 -1.54027 -0.10324  -0.08
C5 1.00499 -0.40887 0.62686  -0.34
C6 -0.10924 -0.35803 1.45479  -0.09
C7 -0.94971 -1.45148 1.51530  -0.04
S1 2.01574 1.02868 0.45292  0.60
O1 3.34281 0.62260 0.09306  -0.28
O2 1.82881 1.87952 1.59238  -0.27
N1 1.32638 1.77925 -0.87747  -0.38
C8 1.89189 3.11820 -1.04310  -0.19
C9 0.88564 4.19377 -0.63018  -0.61
O3 1.20260 5.32922 -0.42074  0.12
O4 -0.34705 3.72497 -0.56952  -0.31
H1 -1.39344 -4.51156 0.07107  0.08
H2 -2.65515 -3.46273 0.73196  0.07
H3 -1.52945 -4.27061 1.81376  0.09
H4 0.67602 -3.52391 -0.61046  0.12
H5 2.19224 -1.55736 -0.72471  0.12
H6 -0.30553 0.53547 2.03264  0.11
H7 -1.82523 -1.42155 2.15344  0.12
H8 2.10785 3.29847 -2.09901  0.13
H9 2.82536 3.25821 -0.49902  0.13
Se1 -2.77298 2.05622 -0.14349  0.04
Te1 -4.31761 0.15422 -0.51069  0.23
Te2 -3.02754 -1.32312 -2.24785  0.24
Se2 -0.88890 0.00808 -2.50980  0.01

Output
Orbital gap (alpha / beta)   5.56 / 5.59 eV
F_max   1.401 eV Å⁻¹
Energy above the lowest of the compared OMol25 structures with the same formula, charge and spin   0.403 eV
LUMO (alpha / beta)   -0.107 / -0.105 Ha
2S+1   1
E_HOMO (alpha / beta)   -0.3109 / -0.3103 Ha